No. 1
The following is a DFT calculation (ωB97M-V with the def2-TZVPD basis set) of a 8-piece molecular cluster, C24H56N8O8 overall in a non-equilibrium geometry.

XYZ file:
```
96
C24H56N8O8, DFT ωB97M-V with the def2-TZVPD basis set
C 2.701 -19.167 25.842
O 2.120 -18.925 24.769
N 3.505 -18.324 26.492
C 3.971 -18.463 27.852
C 3.963 -17.004 25.974
H 2.425 -20.080 26.392
H 3.255 -18.071 28.575
H 4.864 -17.838 27.829
H 4.206 -19.519 27.983
H 3.954 -17.046 24.884
H 3.257 -16.343 26.476
H 4.957 -16.731 26.327
C 5.794 -22.139 22.655
O 6.593 -21.715 21.759
N 4.703 -21.349 22.921
C 3.951 -21.742 24.147
C 4.123 -20.217 22.207
H 6.009 -22.977 23.335
H 2.877 -21.613 24.013
H 4.319 -20.977 24.830
H 4.150 -22.766 24.463
H 4.055 -19.322 22.825
H 4.667 -20.025 21.282
H 3.090 -20.452 21.952
C 5.736 -28.751 28.505
O 6.740 -28.806 29.310
N 4.722 -29.634 28.390
C 3.525 -29.536 27.489
C 4.632 -30.924 29.139
H 5.675 -27.908 27.800
H 3.561 -28.844 26.647
H 2.586 -29.387 28.021
H 3.452 -30.431 26.871
H 4.132 -31.718 28.584
H 5.598 -31.428 29.102
H 4.079 -31.026 30.073
C 7.357 -29.236 25.589
O 7.078 -28.040 25.909
N 6.511 -29.986 24.787
C 6.888 -31.394 24.526
C 5.148 -29.445 24.402
H 8.288 -29.754 25.866
H 7.963 -31.541 24.627
H 6.431 -31.708 23.588
H 6.375 -31.984 25.286
H 4.950 -29.844 23.407
H 4.435 -29.955 25.051
H 5.042 -28.360 24.415
C 5.204 -23.233 26.692
O 4.921 -22.055 26.699
N 5.823 -23.921 27.677
C 5.746 -25.386 27.807
C 6.265 -23.094 28.892
H 4.847 -23.955 25.941
H 6.639 -25.727 28.331
H 6.072 -25.841 26.871
H 4.797 -25.667 28.264
H 6.704 -22.126 28.655
H 5.425 -23.133 29.587
H 7.092 -23.691 29.277
C 10.349 -19.838 30.108
O 9.511 -18.941 29.993
N 10.187 -20.954 30.789
C 11.262 -21.970 31.008
C 8.801 -21.222 31.343
H 11.349 -19.858 29.647
H 11.851 -21.851 31.918
H 11.899 -21.780 30.144
H 10.922 -23.004 30.945
H 8.114 -20.378 31.285
H 8.357 -22.055 30.798
H 8.777 -21.510 32.394
C 7.907 -17.248 26.004
O 7.894 -16.660 24.978
N 7.386 -18.515 26.205
C 7.623 -19.211 27.428
C 6.788 -19.293 25.127
H 8.274 -16.833 26.955
H 6.971 -20.057 27.646
H 7.786 -18.508 28.245
H 8.655 -19.557 27.377
H 7.541 -19.828 24.549
H 5.997 -20.015 25.334
H 6.401 -18.636 24.349
C 1.301 -25.308 29.218
O 1.904 -24.874 28.249
N 0.004 -25.212 29.393
C -0.739 -26.079 30.203
C -0.761 -24.604 28.370
H 1.782 -25.958 29.965
H -1.664 -25.642 30.580
H -0.183 -26.503 31.039
H -1.047 -26.806 29.451
H -1.055 -25.323 27.605
H -1.657 -24.176 28.819
H -0.171 -23.851 27.848
```

E	-1987.8648	Ha
⟨S²⟩	0.7504
HOMO-LUMO gap (spin up / spin down)	1.5 / 8.6	eV
HOMO level (spin up / spin down)	0.016 / -0.246	hartree
energy above the lowest of the compared OMol25 structures with the same formula, charge and spin	669.6	kJ/mol
2S+1	2
net charge	-1
molar mass	584.8	g/mol

Löwdin atomic charge list, values in e, 4 entries:
1. C -0.35
2. O -0.04
3. N -0.18
4. C -0.05

No. 2
The following is a DFT calculation (ωB97M-V with the def2-TZVPD basis set) of a 6-piece molecular cluster, C24H56NO7P2S2 overall in a non-equilibrium geometry.

XYZ file:
```
92
C24H56NO7P2S2, DFT ωB97M-V with the def2-TZVPD basis set
C 0.202 -1.709 0.919
C 0.484 -0.607 -0.307
C -0.083 -1.243 -1.725
C -0.404 0.737 0.126
N -0.765 1.624 -1.045
C 0.391 2.417 -1.690
P 2.213 2.353 -1.033
S 2.714 4.218 -0.640
C 0.165 3.416 -3.012
C -1.367 3.562 -3.657
C -2.544 2.702 -2.871
C -2.212 1.719 -1.559
P -3.707 0.805 -0.801
O -5.178 1.339 -1.643
O -3.650 -0.946 -1.074
S -4.030 1.248 1.098
H -0.944 -1.996 0.869
H 0.909 -2.625 0.741
H 0.450 -1.169 1.930
H 1.635 -0.401 -0.362
H 0.575 -2.196 -1.981
H 0.004 -0.418 -2.556
H -1.190 -1.644 -1.599
H 0.239 1.396 0.878
H -1.311 0.332 0.744
H 2.326 1.620 0.231
H 3.138 1.751 -1.967
H 1.030 4.016 -3.533
H -1.587 4.250 -4.600
H -3.646 2.803 -3.269
H -5.238 2.330 -1.403
H -4.299 -1.157 -1.833
C 4.165 -3.221 4.062
C 2.900 -2.379 4.105
C 2.147 -2.577 5.411
O 2.056 -2.738 3.015
H 3.928 -4.289 4.134
H 4.690 -3.078 3.111
H 4.843 -2.958 4.879
H 3.158 -1.321 3.986
H 1.838 -3.621 5.531
H 1.233 -1.974 5.424
H 2.765 -2.294 6.270
H 1.822 -3.676 3.112
C -4.998 -1.473 3.869
C -4.949 -1.027 5.322
C -5.936 0.098 5.590
O -3.631 -0.584 5.636
H -4.732 -0.649 3.197
H -4.273 -2.274 3.688
H -5.995 -1.835 3.601
H -5.173 -1.877 5.976
H -5.703 0.977 4.979
H -5.881 0.417 6.637
H -6.961 -0.217 5.374
H -3.423 0.171 5.060
C 7.266 0.690 -3.362
C 5.873 1.299 -3.346
C 5.859 2.667 -4.010
O 5.427 1.423 -1.998
H 7.975 1.318 -2.811
H 7.264 -0.289 -2.870
H 7.632 0.567 -4.386
H 5.174 0.632 -3.863
H 6.518 3.366 -3.481
H 4.853 3.099 -3.980
H 6.182 2.603 -5.053
H 6.042 2.014 -1.532
C 6.517 -3.833 -5.781
C 7.030 -2.461 -6.188
C 7.679 -2.497 -7.562
O 7.981 -2.008 -5.228
H 7.338 -4.558 -5.726
H 6.064 -3.795 -4.784
H 5.771 -4.203 -6.491
H 6.201 -1.745 -6.191
H 8.540 -3.174 -7.571
H 8.054 -1.506 -7.837
H 6.968 -2.827 -8.326
H 8.721 -2.638 -5.219
C -9.728 2.728 2.322
C -9.552 2.012 3.652
C -9.006 2.948 4.718
O -8.657 0.915 3.483
H -8.769 3.107 1.952
H -10.110 2.038 1.562
H -10.424 3.567 2.415
H -10.514 1.602 3.980
H -8.022 3.336 4.432
H -8.873 2.416 5.666
H -9.680 3.795 4.882
H -7.800 1.270 3.192
```

E	-3007.9922	Ha
HOMO-LUMO gap	6.1	eV
HOMO level	-0.424	hartree
net charge	+1
molar mass	596.8	g/mol

Löwdin atomic charge list, values in e, 4 entries:
1. C -0.09
2. C -0.35
3. C -0.10
4. C -0.18

No. 3
The following is a DFT calculation (ωB97M-V with the def2-TZVPD basis set) of a 8-piece molecular cluster, C24H56O12S8 overall in a non-equilibrium geometry.

XYZ file:
```
100
C24H56O12S8, DFT ωB97M-V with the def2-TZVPD basis set
C 5.119 -20.944 16.911
S 6.814 -20.798 16.222
O 6.977 -21.755 15.088
C 6.661 -19.175 15.577
H 5.206 -21.889 17.427
H 4.288 -20.945 16.185
H 5.019 -20.105 17.606
H 5.813 -19.179 14.925
H 7.567 -18.907 15.011
H 6.619 -18.566 16.465
C 11.118 -16.311 14.056
S 10.058 -15.050 13.319
O 10.606 -13.751 13.719
C 10.636 -15.332 11.622
H 10.895 -16.459 15.133
H 12.187 -16.050 13.830
H 10.873 -17.257 13.530
H 10.826 -14.341 11.205
H 10.009 -16.041 11.197
H 11.631 -15.815 11.638
C 0.989 -17.854 15.975
S 1.803 -18.606 14.576
O 2.633 -19.631 15.308
C 0.358 -19.442 13.941
H 0.785 -18.640 16.680
H 0.063 -17.372 15.625
H 1.650 -17.096 16.427
H -0.182 -18.665 13.392
H -0.225 -19.873 14.759
H 0.628 -20.235 13.239
C 6.700 -16.629 11.292
S 5.898 -18.180 11.175
O 5.927 -18.731 12.576
C 4.199 -17.570 10.972
H 6.320 -15.827 10.667
H 7.780 -16.695 11.171
H 6.580 -16.281 12.290
H 3.934 -16.916 11.796
H 3.614 -18.512 10.964
H 4.101 -17.162 9.998
C 5.156 -22.859 11.107
C 5.093 -22.918 12.666
C 4.131 -21.726 12.925
S 2.800 -22.030 11.947
O 2.252 -20.852 11.336
O 1.906 -22.961 12.652
C 3.655 -22.892 10.690
H 5.703 -23.737 10.721
H 5.445 -21.863 10.817
H 6.046 -22.672 13.112
H 4.649 -23.829 12.984
H 4.533 -20.773 12.569
H 3.665 -21.625 13.903
H 3.505 -22.344 9.762
H 3.190 -23.887 10.715
C 3.245 -14.479 8.173
C 3.883 -13.328 7.286
C 3.925 -12.007 8.088
S 4.019 -12.427 9.829
O 3.005 -11.741 10.556
O 5.403 -12.332 10.253
C 3.609 -14.148 9.685
H 3.647 -15.429 7.868
H 2.178 -14.503 8.163
H 3.198 -13.150 6.434
H 4.901 -13.478 6.943
H 3.012 -11.387 7.991
H 4.843 -11.430 7.882
H 2.777 -14.379 10.379
H 4.448 -14.652 10.126
C 7.194 -11.753 13.821
C 5.914 -10.881 13.526
C 4.672 -11.747 13.959
S 5.233 -13.466 13.675
O 4.472 -13.993 12.500
O 5.203 -14.172 14.918
C 6.978 -13.121 13.296
H 7.385 -11.767 14.893
H 8.036 -11.372 13.241
H 5.817 -10.610 12.473
H 5.903 -9.903 14.029
H 3.832 -11.650 13.281
H 4.312 -11.665 14.985
H 7.005 -13.232 12.227
H 7.542 -13.829 13.895
C 9.796 -21.039 13.268
C 8.705 -21.694 12.405
C 8.604 -20.886 11.020
S 9.783 -19.568 11.091
O 9.302 -18.322 11.587
O 10.433 -19.469 9.822
C 10.798 -20.363 12.294
H 10.271 -21.827 13.832
H 9.462 -20.238 13.968
H 7.742 -21.662 12.985
H 8.974 -22.774 12.294
H 7.628 -20.387 10.770
H 9.013 -21.438 10.180
H 11.399 -19.552 12.704
H 11.491 -21.089 11.865
```

E	-5036.2180	Ha
HOMO-LUMO gap	8.9	eV
HOMO level	-0.316	hartree
energy above the lowest of the compared OMol25 structures with the same formula, charge and spin	0.0	kJ/mol
net charge	0
molar mass	793.2	g/mol

Löwdin atomic charge list, values in e, 4 entries:
1. C -0.23
2. S 0.83
3. O -0.56
4. C -0.27

No. 4
The following is a DFT calculation (ωB97M-V with the def2-TZVPD basis set) of C24H58AsF6NO14P2S3 as an isolated structure in a non-equilibrium geometry.

XYZ file:
```
109
C24H58AsF6NO14P2S3, DFT ωB97M-V with the def2-TZVPD basis set
N -0.094 0.088 -0.612
H -1.029 -0.054 -0.967
H 0.495 0.339 -1.394
H 0.257 -0.742 -0.156
H -0.237 0.901 -0.032
As 0.237 2.361 -3.201
F 1.725 2.011 -2.178
F -0.752 2.524 -1.673
F -1.273 2.582 -4.178
F 1.180 2.122 -4.717
F -0.153 0.684 -3.115
F 0.652 4.092 -3.244
C -5.734 1.324 -2.612
C -6.304 1.056 -1.314
C -5.294 0.343 -0.346
S -3.645 1.090 -0.876
O -2.873 -0.107 -1.266
O -3.152 1.991 0.128
C -4.314 1.924 -2.369
H -6.401 1.969 -3.185
H -5.836 0.435 -3.235
H -7.154 0.374 -1.289
H -6.525 1.978 -0.776
H -5.379 -0.743 -0.311
H -5.432 0.712 0.670
H -3.522 1.861 -3.115
H -4.449 2.901 -1.906
C 1.972 -1.192 3.981
C 1.337 -2.379 3.341
C -0.170 -2.370 3.542
S -0.822 -0.707 3.372
O -1.699 -0.474 4.489
O -1.259 -0.668 1.943
C 0.942 -0.065 3.645
H 2.955 -0.986 3.558
H 1.932 -1.250 5.069
H 1.963 -3.262 3.475
H 1.416 -2.223 2.265
H -0.240 -2.610 4.603
H -0.772 -3.048 2.938
H 0.900 0.956 4.024
H 1.299 0.247 2.664
C -3.984 -3.951 -0.874
C -3.065 -3.590 0.444
C -1.787 -3.140 -0.122
S -1.462 -4.107 -1.646
O -0.599 -5.243 -1.310
O -1.198 -3.208 -2.695
C -3.209 -4.722 -1.922
H -4.323 -3.017 -1.321
H -4.922 -4.452 -0.635
H -2.898 -4.398 1.156
H -3.518 -2.881 1.137
H -0.860 -3.262 0.438
H -1.918 -2.078 -0.326
H -3.213 -5.723 -1.493
H -3.420 -4.552 -2.978
C 2.054 -2.416 -4.750
C 2.883 -1.838 -3.600
O 3.349 -2.760 -2.703
P 2.988 -2.336 -1.161
O 1.588 -1.959 -0.826
O 4.056 -1.101 -0.971
C 4.338 -0.593 0.304
C 5.034 -1.420 1.243
O 3.573 -3.590 -0.287
C 3.338 -4.890 -0.791
C 2.883 -5.584 0.499
H 2.609 -2.600 -5.670
H 1.747 -3.443 -4.551
H 1.303 -1.745 -5.168
H 3.757 -1.423 -4.102
H 2.379 -0.943 -3.236
H 4.758 0.409 0.225
H 3.302 -0.411 0.591
H 4.599 -2.344 1.623
H 6.107 -1.580 1.141
H 4.970 -0.824 2.154
H 2.678 -4.815 -1.656
H 4.331 -5.142 -1.163
H 3.596 -5.857 1.277
H 2.038 -5.067 0.953
H 2.508 -6.534 0.118
C -0.699 6.207 -0.815
C 0.434 5.481 -0.024
O -0.075 4.822 1.047
P 0.579 3.486 1.697
O 0.391 2.084 1.136
O 2.156 3.857 1.702
C 3.189 3.114 1.013
C 4.482 4.058 1.072
O 0.238 3.615 3.271
C -1.003 3.631 3.773
C -1.904 4.840 3.407
H -1.436 6.636 -0.136
H -0.304 6.874 -1.580
H -1.308 5.507 -1.388
H 1.071 4.853 -0.648
H 1.159 6.254 0.230
H 3.362 2.130 1.447
H 2.785 2.964 0.011
H 5.371 3.442 0.933
H 4.377 4.945 0.447
H 4.833 4.528 1.991
H -1.506 2.708 3.482
H -0.708 3.723 4.818
H -2.898 4.393 3.432
H -1.931 5.581 4.206
H -1.795 5.413 2.486
```

E	-6769.4003	Ha
⟨S²⟩	0.7586
HOMO-LUMO gap (spin up / spin down)	9.5 / 2.9	eV
HOMO level (spin up / spin down)	-0.451 / -0.451	hartree
energy above the lowest of the compared OMol25 structures with the same formula, charge and spin	374.6	kJ/mol
2S+1	2
net charge	+1
molar mass	931.8	g/mol

Löwdin atomic charge list, values in e, 4 entries:
1. N 0.27
2. H 0.05
3. H 0.06
4. H 0.07

> Which of these has the lowest E?

C24H58AsF6NO14P2S3